27
Properties=species:S:1:pos:R:3:nbo_charge:R:1 method="wB97M-V/def2-TZVPD" homo_energy_ev=-11.8 total_energy_ev=-20023.813 total_charge=+1 largest_force_ev_per_a=7.31 smiles="CC(=C=CN[n+]1cc[nH]c1)N(O)C(N)=O"
C -1.54 -1.50 1.68 -0.6473
C -1.17 -0.77 0.34 0.2307
C 0.04 -0.63 -0.19 -0.1789
C 0.92 -1.16 -1.00 -0.0627
N 2.32 -0.95 -1.29 -0.4094
N 2.77 0.09 -0.49 -0.1532
C 4.15 0.11 -0.05 -0.0517
C 4.22 1.16 0.78 -0.0168
N 3.01 1.79 0.96 -0.4837
C 2.07 1.03 0.24 0.2133
N -2.19 0.08 -0.02 -0.2140
O -3.48 -0.30 -0.26 -0.5023
C -1.90 1.38 -0.47 0.7598
N -2.73 1.78 -1.45 -0.7901
O -1.11 2.19 0.05 -0.6535
H -0.49 -1.81 1.99 0.2348
H -2.06 -0.72 2.32 0.2383
H -2.15 -2.40 1.54 0.2482
H 0.44 -1.96 -1.55 0.2356
H 2.61 -1.03 -2.25 0.4245
H 4.87 -0.41 -0.45 0.2332
H 5.07 1.57 1.17 0.2402
H 2.77 2.56 1.52 0.4556
H 0.80 1.14 0.24 0.3617
H -3.98 0.23 0.32 0.4803
H -2.97 1.10 -2.07 0.3991
H -2.69 2.72 -1.66 0.4083